[1]
Molecular formula: C44H105F6N8O18PtS2
Method: DFT, ωB97M-V with the def2-TZVPD basis set

Summary:
**LUMO energy (spin up / spin down)**: -4.95 / -8.04 eV
**Largest force on an atom**: 0.13155 hartree/bohr
**Charge**: +1
**E_HOMO (spin up / spin down)**: -9.26 / -9.26 eV
**Kohn-Sham gap (spin up / spin down)**: 4.32 / 1.22 eV
**Calculated total energy**: -137295.8286 eV
**Spin multiplicity**: 3

Structure (XYZ):
```
184
C44H105F6N8O18PtS2, DFT ωB97M-V with the def2-TZVPD basis set
Pt -4.1269 -0.9831 -1.7247
C -0.1552 0.8043 1.8412
F 0.8378 1.0266 2.6646
F -0.7869 -0.2835 2.3525
F -1.0117 1.8306 1.7231
S 0.5118 0.4768 0.0729
O 0.3507 1.7700 -0.6928
O 1.9387 0.1943 0.1838
N -0.6217 -0.7165 -0.5593
S 0.3083 -1.6621 -1.3493
O -0.6365 -2.5034 -2.0548
O 1.2871 -1.0534 -2.2386
C 1.1395 -2.7954 0.2063
F 2.4609 -2.7561 0.0323
F 0.7632 -2.2160 1.3986
F 0.7250 -4.0356 0.2014
C -3.3453 15.3473 2.8326
O -2.9381 14.1246 3.5100
C -4.0168 13.5147 4.2876
C -3.6160 12.1035 4.8146
N -4.1797 11.0196 3.9864
C -3.7513 10.9490 2.5808
C -2.7757 9.8884 2.3207
O -2.1839 10.2733 1.0774
C -1.0430 9.4500 0.9090
H -3.3301 16.1888 3.5253
H -4.3691 15.3381 2.4585
H -2.7396 15.6078 1.9646
H -4.9553 13.4835 3.7342
H -4.2324 14.1807 5.1232
H -4.0024 12.1074 5.8338
H -2.5578 11.9103 4.9904
H -4.3551 10.1986 4.5480
H -3.4957 11.8428 2.0117
H -4.6916 10.6917 2.0933
H -3.2097 8.8888 2.2956
H -2.1128 9.9114 3.1857
H -0.1037 9.8496 1.2913
H -0.9468 9.2649 -0.1609
H -1.0649 8.4283 1.2881
C -3.1623 1.4554 -4.5436
O -3.6617 0.1144 -4.3283
C -4.3336 -0.3508 -5.4985
C -5.3748 -1.4941 -5.2679
N -4.8436 -2.3949 -4.2441
C -5.9620 -3.1949 -3.7197
C -5.4641 -3.9346 -2.3951
O -4.6656 -3.1447 -1.5450
C -3.9867 -3.8282 -0.4733
H -2.1662 1.3398 -4.9708
H -2.9011 2.0694 -3.6818
H -3.7834 2.0083 -5.2484
H -3.5875 -0.7710 -6.1729
H -4.9312 0.4034 -6.0105
H -5.6853 -2.0549 -6.1494
H -6.2662 -0.8856 -5.1159
H -4.1851 -2.9803 -4.7377
H -6.4497 -3.7996 -4.4843
H -6.7761 -2.5909 -3.3188
H -4.8240 -4.7353 -2.7657
H -6.2557 -4.5000 -1.9033
H -3.2436 -3.2576 0.0838
H -3.3800 -4.6118 -0.9273
H -4.5487 -4.4937 0.1819
C -1.3157 4.6234 12.4444
O -1.6708 4.6340 11.0258
C -1.9246 3.3884 10.4029
C -2.4977 3.6943 9.0688
N -3.7618 4.3369 9.1055
C -4.0178 4.8253 7.7255
C -5.4032 5.5202 7.8037
O -5.5340 6.6928 8.6153
C -6.8308 7.1691 8.4625
H -1.8659 3.9538 13.1055
H -1.3873 5.6434 12.8220
H -0.2540 4.3834 12.5005
H -2.5519 2.7662 11.0413
H -1.0249 2.8563 10.0942
H -2.5485 2.7699 8.4934
H -1.8219 4.3436 8.5122
H -3.7931 5.1810 9.6591
H -3.9926 4.0555 6.9542
H -3.2168 5.4841 7.3901
H -6.0628 4.7465 8.1967
H -5.7708 5.6186 6.7823
H -6.8191 8.1630 8.9098
H -7.4331 6.3404 8.8347
H -7.0552 7.3725 7.4154
C 1.9327 -4.1910 -7.6853
O 0.5033 -4.3153 -7.7770
C -0.0197 -5.1353 -8.8342
C -1.5013 -5.6200 -8.4278
N -1.7037 -5.9555 -7.0324
C -1.7195 -7.4111 -6.7105
C -0.3504 -8.0508 -6.7592
O 0.4166 -7.4081 -5.7173
C 1.8067 -7.7277 -5.4978
H 2.2476 -3.7598 -8.6356
H 2.3899 -5.1671 -7.5237
H 2.2359 -3.3812 -7.0217
H 0.6030 -6.0284 -8.7825
H 0.0222 -4.5456 -9.7500
H -1.7882 -6.4178 -9.1128
H -2.2235 -4.8343 -8.6497
H -0.9385 -5.4402 -6.6214
H -2.4601 -7.8305 -7.3914
H -2.0167 -7.4932 -5.6650
H 0.1509 -8.0488 -7.7271
H -0.3249 -9.1287 -6.5992
H 2.2868 -8.1414 -6.3846
H 1.7923 -8.4203 -4.6563
H 2.4908 -6.9312 -5.2051
C 7.5804 1.3540 3.9560
O 8.0333 0.2682 4.8200
C 8.8271 0.7065 5.9067
C 8.2007 0.2237 7.1388
N 9.1321 -0.0333 8.2820
C 10.1612 0.9592 8.5169
C 9.6680 2.3635 8.8165
O 10.8429 3.2065 8.9999
C 11.0159 4.1008 7.9087
H 8.3696 1.8788 3.4175
H 6.9572 2.0509 4.5163
H 7.0448 0.9120 3.1158
H 9.1216 1.7555 5.8745
H 9.6888 0.0536 5.7680
H 7.6904 -0.6823 6.8120
H 7.3909 0.9258 7.3371
H 8.5644 -0.2041 9.0998
H 10.8339 0.9231 7.6600
H 10.7584 0.5555 9.3345
H 8.9903 2.4718 9.6633
H 9.0781 2.7223 7.9730
H 11.4343 3.7519 6.9647
H 11.7149 4.8675 8.2429
H 10.0643 4.5534 7.6299
C -5.4471 -17.5353 -3.8720
O -4.1345 -17.2816 -3.4219
C -3.1881 -18.2194 -3.7174
C -2.1362 -18.0285 -2.5713
N -1.5149 -16.6936 -2.8022
C -0.7883 -16.3557 -1.5585
C -0.3029 -14.9511 -1.3940
O -1.3846 -14.1225 -1.1394
C -1.2315 -12.8143 -1.7091
H -5.9022 -16.5451 -3.8497
H -5.9061 -18.2204 -3.1592
H -5.4695 -18.0719 -4.8205
H -2.7897 -18.2702 -4.7307
H -3.5416 -19.2410 -3.5779
H -1.3687 -18.7789 -2.7608
H -2.7310 -18.1364 -1.6642
H -2.1419 -15.9328 -3.0218
H -0.0114 -17.1141 -1.4621
H -1.3301 -16.5388 -0.6305
H 0.2453 -14.7452 -2.3134
H 0.3080 -14.8606 -0.4958
H -2.2146 -12.3902 -1.9132
H -0.6259 -12.7557 -2.6135
H -0.6979 -12.0555 -1.1366
C 2.0813 7.7712 -9.6787
O 2.2875 6.9887 -8.5168
C 2.7050 7.7554 -7.4565
C 2.9346 6.6580 -6.3265
N 3.8988 7.0426 -5.3277
C 3.8923 6.1748 -4.2047
C 5.2350 5.8432 -3.5793
O 6.1215 5.5772 -4.6653
C 7.4269 5.0393 -4.3685
H 1.0966 8.1959 -9.8742
H 2.3445 7.1465 -10.5322
H 2.7487 8.6310 -9.7367
H 1.8401 8.4033 -7.3138
H 3.5509 8.3976 -7.7018
H 3.2914 5.8167 -6.9205
H 2.0207 6.4173 -5.7834
H 4.7903 6.7943 -5.7323
H 3.3386 5.2632 -4.4295
H 3.3543 6.6412 -3.3794
H 5.1345 4.9882 -2.9107
H 5.7632 6.5542 -2.9441
H 8.0407 5.8442 -3.9643
H 7.9932 4.4479 -5.0879
H 7.4433 4.3734 -3.5057
```

=====

[2]
Molecular formula: C4H13NO
Method: DFT, ωB97M-V with the def2-TZVPD basis set

Summary:
**LUMO energy (spin up / spin down)**: -3.44 / -8.92 eV
**Largest force on an atom**: 0.05669 hartree/bohr
**ΔE to the lowest compared entry with this formula, charge and spin**: 116.98 kJ/mol
**Charge**: +1
**E_HOMO (spin up / spin down)**: -14.84 / -14.83 eV
**Kohn-Sham gap (spin up / spin down)**: 11.40 / 5.90 eV
**Calculated total energy**: -7886.8820 eV
**Spin multiplicity**: 2

Structure (XYZ):
```
19
C4H13NO, DFT ωB97M-V with the def2-TZVPD basis set
C 0.5298 -1.8938 -1.4019
C 0.1187 -0.9277 -0.2588
C 0.6237 0.5080 -0.4388
C 1.0264 1.0961 0.9341
N -1.3248 -0.9380 -0.1196
H -0.1906 -2.6639 -1.6706
H 0.8245 -1.2684 -2.2372
H 1.4446 -2.4318 -1.1108
H 0.5539 -1.3486 0.6601
H 1.4064 0.5603 -1.1883
H -0.2141 1.1107 -0.8123
H 0.1786 1.4024 1.5203
H 1.4195 0.3132 1.5805
H 1.7622 1.8736 0.7784
H -1.7174 -1.8774 0.0001
H -1.8188 -0.4659 -0.8853
H -1.7071 2.6562 2.2286
H -1.2667 1.7131 1.1431
O -1.6489 2.5820 1.2785
```

=====

[3]
Molecular formula: C51H41ClCsN7O4PS3
Method: DFT, ωB97M-V with the def2-TZVPD basis set

Summary:
**LUMO energy**: 1.95 eV
**Largest force on an atom**: 0.04212 hartree/bohr
**ΔE to the lowest compared entry with this formula, charge and spin**: 0.00 kJ/mol
**Charge**: -1
**E_HOMO**: -4.47 eV
**Kohn-Sham gap**: 6.42 eV
**Calculated total energy**: -127042.9000 eV

Structure (XYZ):
```
109
C51H41ClCsN7O4PS3, DFT ωB97M-V with the def2-TZVPD basis set
Cs -0.4525 -0.6034 0.5591
Cl -3.6843 6.8263 1.2653
C -3.2504 5.1434 1.0232
C -3.3320 4.5840 -0.2581
C -2.9977 3.2714 -0.4619
C -2.5242 2.4238 0.5964
O -2.1745 1.2269 0.3804
C -2.4771 3.0304 1.9035
C -2.1412 2.2844 3.1018
N -1.6321 1.1136 3.1392
C -1.5801 0.4198 4.3422
C -2.7069 0.1896 5.0978
C -2.6771 -0.6848 6.2066
C -1.5291 -1.3363 6.5490
C -0.3401 -1.1026 5.8107
C 0.8875 -1.7335 6.1278
C 1.9979 -1.4326 5.4027
C 1.8858 -0.4868 4.3556
N 0.7729 0.0974 4.0140
C -0.3483 -0.2096 4.7214
C -2.8490 4.3711 2.0821
H -3.6643 5.1994 -1.0859
H -3.0554 2.8344 -1.4525
H -2.3751 2.8033 4.0446
H -3.6416 0.6392 4.7853
H -3.5894 -0.8541 6.7665
H -1.5027 -2.0311 7.3812
H 0.9189 -2.4480 6.9433
H 2.9541 -1.8995 5.6002
H 2.7657 -0.2248 3.7813
H -2.8164 4.8012 3.0778
C -2.2306 -3.0375 3.2526
C -0.9191 -3.7488 3.2047
N 0.1871 -3.2072 2.7959
C 1.2130 -4.1198 2.7931
C 0.8953 -5.3609 3.2489
S -0.7641 -5.4051 3.6569
C 2.5195 -3.7036 2.2618
C 3.5086 -4.5371 1.8385
S 4.8294 -3.6147 1.2599
C 3.9720 -2.1653 1.6237
N 2.7956 -2.3616 2.1315
C 4.5492 -0.8042 1.3995
H -2.0601 -1.9816 3.4516
H -2.8760 -3.4365 4.0354
H -2.7379 -3.1262 2.2898
H 1.5393 -6.2191 3.3500
H 3.4945 -5.6133 1.7832
H 5.3100 -0.5755 2.1494
H 3.7421 -0.0756 1.4695
H 4.9968 -0.7165 0.4093
O -2.0488 -2.7879 -0.0926
N -2.0790 -2.2328 -1.3438
C -3.1211 -1.5483 -1.5852
C -3.2481 -0.9280 -2.9186
C -4.5304 -0.9143 -3.4734
C -4.7532 -0.4565 -4.7582
C -3.6816 -0.0052 -5.5152
C -2.4144 0.0180 -4.9579
C -2.1704 -0.4108 -3.6532
P -0.5120 -0.1515 -2.8609
C 0.5355 -1.1548 -3.9817
C 0.1829 -2.4967 -4.1507
C 0.9987 -3.3613 -4.8608
C 2.1894 -2.9065 -5.4151
C 2.5563 -1.5805 -5.2451
C 1.7381 -0.7124 -4.5300
C -0.1380 1.5865 -3.3446
C 0.2142 2.0727 -4.6084
C 0.4877 3.4153 -4.8050
C 0.3991 4.3070 -3.7423
C 0.0314 3.8507 -2.4890
C -0.2258 2.4979 -2.2931
H -1.1633 -3.2918 -0.1025
H -3.9306 -1.4556 -0.8637
H -5.3589 -1.2886 -2.8826
H -5.7553 -0.4592 -5.1696
H -3.8359 0.3430 -6.5292
H -1.5940 0.3963 -5.5491
H -0.7278 -2.8675 -3.6926
H 0.7079 -4.3992 -4.9700
H 2.8304 -3.5815 -5.9690
H 3.4829 -1.2130 -5.6709
H 2.0489 0.3148 -4.3896
H 0.3022 1.3926 -5.4449
H 0.7750 3.7701 -5.7881
H 0.6182 5.3575 -3.8941
H -0.0461 4.5339 -1.6530
H -0.5234 2.1469 -1.3109
O 0.2119 -4.0460 -0.2468
C 1.1811 -3.3572 -0.6447
O 1.1857 -2.1161 -0.8042
H 2.1175 -3.9057 -0.8867
N 3.1953 -0.4283 -1.6379
C 3.0238 0.8474 -1.2221
N 2.1882 1.1946 -0.2945
C 2.2337 2.5596 -0.0750
C 1.4212 3.2356 0.8357
C 1.5133 4.6140 0.9147
C 2.4014 5.3237 0.1014
C 3.2154 4.6613 -0.8055
C 3.1241 3.2790 -0.8807
S 3.9535 2.1627 -1.9362
H 2.4621 -1.1020 -1.3483
H 3.5825 -0.5654 -2.5570
H 0.7253 2.6764 1.4527
H 0.8734 5.1489 1.6062
H 2.4505 6.4030 0.1725
H 3.8938 5.2129 -1.4448
```

=====

[4]
Molecular formula: C15H22N2O3S
Method: DFT, ωB97M-V with the def2-TZVPD basis set

Summary:
**LUMO energy**: 0.51 eV
**Largest force on an atom**: 0.11294 hartree/bohr
**ΔE to the lowest compared entry with this formula, charge and spin**: 427.75 kJ/mol
**E_HOMO**: -8.06 eV
**SMILES**: CC(C)(C)Nc1cccc2c1S[C@@H](OCCCO)C(=O)N2
**Kohn-Sham gap**: 8.57 eV
**Calculated total energy**: -35867.1499 eV

Structure (XYZ):
```
43
C15H22N2O3S, DFT ωB97M-V with the def2-TZVPD basis set
C 0.7984 2.7519 -0.5402
C -0.6229 2.7374 0.0214
C -1.3729 1.6759 -0.7603
C -1.2516 4.1039 -0.0097
N -0.7978 2.3221 1.4343
C 0.2897 1.8251 2.1105
C 1.1634 2.7432 2.6626
C 2.4173 2.3600 3.2472
C 2.6911 1.0382 3.3309
C 1.7825 0.1108 2.8978
C 0.5524 0.4496 2.3091
S -0.5983 -0.7653 1.8940
C 0.1119 -2.4175 2.0198
O 0.0699 -3.2186 0.8010
C -1.0510 -4.0707 0.5691
C -2.4401 -3.3694 0.3057
C -2.3895 -2.3489 -0.8977
O -2.1254 -3.0707 -2.1614
C 1.5975 -2.3106 2.5875
O 2.2443 -3.2792 2.9189
N 2.2133 -1.1564 2.9533
H 0.9048 2.4799 -1.6154
H 1.3932 3.6478 -0.5065
H 1.5078 2.0766 -0.0020
H -2.4568 1.8603 -0.7798
H -1.1992 1.7216 -1.8118
H -1.1983 0.6701 -0.3258
H -1.9839 4.1789 0.7785
H -0.4054 4.7650 0.0242
H -1.6674 4.1388 -0.8875
H -1.5212 1.6243 1.5657
H 0.8824 3.8170 2.6783
H 2.9902 3.1771 3.7005
H 3.5857 0.8596 3.8909
H -0.4502 -2.9812 2.8141
H -1.1191 -4.7331 1.3982
H -0.7014 -4.6027 -0.2959
H -3.1707 -4.1738 0.1509
H -2.6212 -2.7401 1.1650
H -1.7057 -1.5081 -0.7347
H -3.3554 -1.9362 -1.1345
H -1.3951 -2.7342 -2.7783
H 3.0469 -1.3318 3.4820
```

=====

Please write out number 2 again, unchanged.
Molecular formula: C4H13NO
Method: DFT, ωB97M-V with the def2-TZVPD basis set

Summary:
**LUMO energy (spin up / spin down)**: -3.44 / -8.92 eV
**Largest force on an atom**: 0.05669 hartree/bohr
**ΔE to the lowest compared entry with this formula, charge and spin**: 116.98 kJ/mol
**Charge**: +1
**E_HOMO (spin up / spin down)**: -14.84 / -14.83 eV
**Kohn-Sham gap (spin up / spin down)**: 11.40 / 5.90 eV
**Calculated total energy**: -7886.8820 eV
**Spin multiplicity**: 2

Structure (XYZ):
```
19
C4H13NO, DFT ωB97M-V with the def2-TZVPD basis set
C 0.5298 -1.8938 -1.4019
C 0.1187 -0.9277 -0.2588
C 0.6237 0.5080 -0.4388
C 1.0264 1.0961 0.9341
N -1.3248 -0.9380 -0.1196
H -0.1906 -2.6639 -1.6706
H 0.8245 -1.2684 -2.2372
H 1.4446 -2.4318 -1.1108
H 0.5539 -1.3486 0.6601
H 1.4064 0.5603 -1.1883
H -0.2141 1.1107 -0.8123
H 0.1786 1.4024 1.5203
H 1.4195 0.3132 1.5805
H 1.7622 1.8736 0.7784
H -1.7174 -1.8774 0.0001
H -1.8188 -0.4659 -0.8853
H -1.7071 2.6562 2.2286
H -1.2667 1.7131 1.1431
O -1.6489 2.5820 1.2785
```